# 1
The following is a DFT calculation (the ωB97M-V functional and the def2-TZVPD basis) of a molecular structure, C15H18B3FN2O8.

As for the HOMO energy: -0.36928 hartree. As for the spin multiplicity: 1. Its total energy is -39957.4627 eV. The frontier orbital gap is 9.401 eV.

Structure (XYZ):
```
47
Properties=species:S:1:pos:R:3:nbo_charge:R:1
C 0.515 -2.478 1.167 -0.62
C 0.921 -1.057 0.775 -0.42
C -0.236 -0.068 0.802 -0.05
O -0.974 -0.137 2.033 -0.73
B -2.276 -0.489 1.948 1.33
O -3.231 0.334 1.325 -0.90
B -3.993 -0.413 0.437 0.98
O -4.518 -1.606 0.906 -0.89
B -3.480 -2.336 1.464 1.36
F -3.146 -3.515 0.988 -0.46
O -2.735 -1.717 2.445 -0.90
H -0.170 -2.488 2.012 0.22
H 0.094 -3.010 0.313 0.20
H 1.395 -3.047 1.474 0.21
H 1.745 -0.686 1.375 0.22
H 1.248 -1.065 -0.268 0.21
H 0.158 0.943 0.690 0.19
H -0.884 -0.271 -0.059 0.16
H -4.113 -0.102 -0.704 -0.10
C 6.968 -4.081 0.628 -0.18
C 6.540 -3.980 -0.689 -0.21
C 5.608 -3.019 -1.045 -0.21
C 5.125 -2.172 -0.066 0.09
C 5.533 -2.257 1.252 -0.21
C 6.464 -3.224 1.596 -0.21
N 4.148 -1.137 -0.441 0.52
O 3.782 -1.097 -1.598 -0.38
O 3.754 -0.389 0.430 -0.38
H 7.699 -4.831 0.900 0.22
H 6.933 -4.649 -1.442 0.22
H 5.264 -2.928 -2.064 0.25
H 5.133 -1.582 1.993 0.25
H 6.796 -3.306 2.622 0.22
C -3.659 4.650 0.335 -0.18
C -3.522 3.393 -0.241 -0.21
C -3.777 3.219 -1.592 -0.22
C -4.164 4.315 -2.341 0.09
C -4.311 5.572 -1.788 -0.21
C -4.056 5.735 -0.436 -0.21
N -4.418 4.137 -3.782 0.52
O -4.302 3.020 -4.240 -0.38
O -4.728 5.119 -4.424 -0.38
H -3.455 4.783 1.389 0.22
H -3.215 2.549 0.361 0.24
H -3.676 2.250 -2.055 0.25
H -4.618 6.406 -2.400 0.25
H -4.165 6.712 0.015 0.22
```

***

# 2
The following is a DFT calculation (the ωB97M-V functional and the def2-TZVPD basis) of a molecular structure, C15H18Br3Cl15O9.

As for the HOMO energy (spin up / spin down): -0.45990 / -0.45990 hartree. As for the spin multiplicity: 2. As for the expectation value of S²: 0.76. Its total energy is -432226.6652 eV. As for the charge: +1. The frontier orbital gap (spin up / spin down) is 7.352 / 2.806 eV.

Structure (XYZ):
```
60
Properties=species:S:1:pos:R:3:nbo_charge:R:1
C 2.399 1.230 4.498 -0.47
Br 2.275 -0.792 4.587 0.58
Br 3.925 1.799 5.613 0.32
Br 0.644 2.017 5.120 0.24
H 2.608 1.525 3.469 0.26
C -2.481 1.593 -4.690 -0.28
Cl -3.496 0.233 -5.243 0.02
Cl -0.845 1.643 -5.225 0.06
Cl -2.534 1.623 -2.881 -0.03
H -2.933 2.505 -5.080 0.23
C -5.495 0.270 0.265 -0.29
Cl -3.910 0.831 0.624 0.03
Cl -6.466 -0.269 1.694 0.00
Cl -5.516 -0.923 -1.038 0.03
H -5.999 1.168 -0.093 0.23
C 2.744 2.796 -1.143 -0.27
Cl 3.413 1.180 -0.711 -0.03
Cl 1.823 2.583 -2.655 0.01
Cl 4.076 3.942 -1.386 0.05
H 2.029 3.057 -0.363 0.23
C 0.013 -2.166 -4.909 -0.28
Cl -1.115 -1.952 -6.240 0.04
Cl -0.801 -1.697 -3.416 -0.01
Cl 1.501 -1.210 -5.179 0.02
H 0.281 -3.211 -4.753 0.24
C -2.084 -1.019 4.159 -0.28
Cl -1.066 -1.971 5.313 0.02
Cl -2.841 0.314 5.056 0.04
Cl -3.271 -1.971 3.279 0.06
H -1.378 -0.702 3.392 0.22
C -0.722 -0.293 -0.488 -0.11
C -0.493 -1.078 0.771 -0.13
O 0.293 -0.225 1.510 -0.50
C 0.066 1.015 1.178 0.98
O 0.492 1.997 1.723 -0.64
O -0.623 1.059 0.008 -0.48
H -1.752 -0.406 -0.827 0.21
H -0.075 -0.440 -1.352 0.23
H 0.029 -2.002 0.527 0.24
H -1.470 -1.316 1.194 0.19
C -0.047 -6.656 -3.595 -0.10
C -0.539 -7.190 -2.211 -0.11
O -0.663 -5.986 -1.435 -0.47
C 0.226 -5.160 -1.887 0.97
O 0.624 -4.132 -1.336 -0.62
O 0.705 -5.573 -3.088 -0.50
H -0.802 -6.366 -4.326 0.20
H 0.594 -7.469 -3.937 0.21
H 0.101 -7.870 -1.650 0.21
H -1.558 -7.533 -2.393 0.21
C 2.264 5.351 2.317 -0.11
C 2.518 5.155 3.837 -0.09
O 3.952 5.197 3.896 -0.49
C 4.477 5.456 2.696 0.96
O 5.694 5.460 2.436 -0.58
O 3.537 5.586 1.767 -0.47
H 1.731 6.296 2.206 0.19
H 1.643 4.596 1.834 0.21
H 2.234 4.146 4.137 0.16
H 2.065 5.954 4.424 0.21
```

***

# 3
The following is a DFT calculation (the ωB97M-V functional and the def2-TZVPD basis) of a molecular structure, C15H18Cl2N6OS2Ti.

The value obtained for the energy relative to the best compared isomer or geometry (same formula, charge and spin) is 0.0000 eV. As for the HOMO energy (spin up / spin down): -0.45438 / -0.49425 hartree. As for the spin multiplicity: 3. As for the expectation value of S²: 2.01. Its total energy is -96655.8042 eV. As for the charge: +2. The frontier orbital gap (spin up / spin down) is 6.788 / 7.738 eV.

Structure (XYZ):
```
45
Properties=species:S:1:pos:R:3:nbo_charge:R:1
Ti 0.121 -0.005 -0.348 1.04
N 0.953 -3.475 0.320 -0.78
C 1.734 -2.514 0.859 0.26
N 1.552 -1.229 0.636 -0.63
C 2.513 -0.476 1.326 0.17
C 3.376 -1.199 2.063 -0.43
S 3.034 -2.882 1.921 0.49
C 2.497 0.981 1.153 0.08
C 3.340 1.870 1.711 -0.40
S 2.991 3.455 1.150 0.49
C 1.696 2.829 0.211 0.26
N 1.526 1.528 0.306 -0.60
N 0.901 3.647 -0.531 -0.78
H 0.330 -3.229 -0.430 0.41
H 1.192 -4.445 0.428 0.43
H 4.196 -0.856 2.671 0.27
H 4.151 1.695 2.397 0.27
H 1.180 4.611 -0.619 0.42
H 0.503 3.256 -1.369 0.40
Cl -1.777 1.712 -0.372 0.08
C -1.901 1.699 1.417 -0.35
Cl -0.789 0.444 2.037 0.11
H -2.917 1.436 1.686 0.26
H -1.599 2.667 1.799 0.26
C 2.662 -1.180 -3.510 -0.71
C 1.310 -0.795 -3.008 0.72
O 1.164 -0.097 -1.981 -0.69
N 0.229 -1.189 -3.681 -0.56
C -1.100 -0.668 -3.381 -0.26
C -1.847 -1.371 -2.270 0.20
C -3.059 -1.972 -2.544 -0.22
C -3.800 -2.545 -1.520 -0.11
C -3.270 -2.530 -0.244 -0.22
C -2.034 -1.945 -0.042 0.04
N -1.323 -1.337 -1.017 -0.57
H 3.396 -1.047 -2.722 0.26
H 2.931 -0.541 -4.353 0.27
H 2.671 -2.213 -3.857 0.25
H 0.355 -1.731 -4.522 0.43
H -1.688 -0.730 -4.293 0.25
H -0.996 0.394 -3.137 0.23
H -3.429 -1.981 -3.561 0.24
H -4.759 -3.002 -1.720 0.25
H -3.788 -2.984 0.589 0.25
H -1.572 -1.990 0.936 0.22
```

***

# 4
The following is a DFT calculation (the ωB97M-V functional and the def2-TZVPD basis) of 5 unconnected molecules or ions with the total composition C15H18F4O15.

As for the HOMO energy: -0.38778 hartree. As for the spin multiplicity: 1. Its total energy is -57426.6618 eV. The frontier orbital gap is 10.527 eV.

Structure (XYZ):
```
52
Properties=species:S:1:pos:R:3:nbo_charge:R:1
O -2.420 -5.135 1.921 -0.56
C -3.062 -6.136 1.938 0.96
O -2.607 -7.251 2.565 -0.49
C -3.668 -8.199 2.548 -0.13
C -4.097 -7.820 1.169 0.45
F -5.249 -8.363 0.877 -0.31
O -4.067 -6.415 1.226 -0.47
H -3.487 -9.274 2.544 0.21
H -4.539 -8.043 3.185 0.19
H -3.353 -8.201 0.470 0.14
O 0.547 2.800 0.919 -0.54
C -0.448 2.287 0.461 0.96
O -0.694 0.987 0.063 -0.47
C -2.024 0.843 -0.266 -0.14
C -2.492 2.253 -0.415 0.43
F -3.799 2.318 0.040 -0.34
O -1.626 3.021 0.449 -0.48
H -2.017 0.255 -1.184 0.20
H -2.651 0.165 0.313 0.22
H -2.566 2.575 -1.453 0.16
O -4.117 -0.078 -9.031 -0.53
C -4.488 0.250 -7.940 0.98
O -4.419 -0.427 -6.721 -0.50
C -5.254 0.293 -5.730 -0.13
C -5.454 1.699 -6.346 0.44
F -4.582 2.542 -5.771 -0.33
O -5.206 1.453 -7.708 -0.52
H -6.105 -0.386 -5.779 0.21
H -4.671 0.384 -4.814 0.22
H -6.486 2.010 -6.190 0.17
O 6.167 5.464 8.802 -0.56
C 5.800 4.650 7.988 0.96
O 6.609 3.906 7.227 -0.48
C 5.840 2.835 6.723 -0.13
C 4.458 3.445 6.718 0.44
F 3.528 2.537 6.961 -0.33
O 4.546 4.234 7.840 -0.48
H 6.163 2.395 5.779 0.22
H 5.702 2.041 7.456 0.20
H 4.035 3.960 5.855 0.16
C 3.035 0.987 -3.845 -0.25
O 3.767 1.808 -2.899 -0.48
C 4.360 1.132 -1.950 0.99
O 4.262 -0.119 -1.758 -0.67
O 5.170 1.946 -1.185 -0.51
C 5.682 1.548 0.076 -0.25
H 2.675 1.585 -4.681 0.20
H 2.152 0.572 -3.359 0.20
H 3.711 0.237 -4.256 0.20
H 6.488 2.271 0.202 0.20
H 6.060 0.528 0.149 0.20
H 4.888 1.631 0.818 0.19
```

***

# 5
The following is a DFT calculation (the ωB97M-V functional and the def2-TZVPD basis) of a single C15H18N2O3S2 molecule.

The value obtained for the energy relative to the best compared isomer or geometry (same formula, charge and spin) is 2.2683 eV. As for the HOMO energy: -0.32320 hartree. As for the spin multiplicity: 1. Its total energy is -46640.3076 eV. The frontier orbital gap is 9.265 eV.

Structure (XYZ):
```
40
Properties=species:S:1:pos:R:3:nbo_charge:R:1
C 0.293 -5.345 -2.789 -0.63
C 0.544 -4.286 -1.758 -0.02
C 0.277 -2.951 -2.045 -0.20
C 0.497 -1.965 -1.102 -0.24
C 0.988 -2.292 0.158 0.04
C 1.209 -1.207 1.172 -0.27
N -0.063 -0.608 1.547 -0.62
C -0.236 -0.015 2.739 0.67
O 0.586 -0.039 3.633 -0.63
C -1.587 0.683 2.919 -0.51
C -1.779 1.837 1.926 -0.23
N -0.547 2.537 1.620 -0.87
S 0.209 2.209 0.173 2.34
O -0.587 1.286 -0.591 -0.96
O 1.591 1.917 0.401 -0.92
C 0.095 3.782 -0.619 -0.56
C -0.767 4.159 -1.602 -0.20
C -0.598 5.512 -1.968 -0.26
C 0.382 6.122 -1.250 -0.39
S 1.123 5.060 -0.117 0.50
C 1.249 -3.622 0.449 -0.21
C 1.033 -4.606 -0.500 -0.22
H 0.733 -5.061 -3.744 0.22
H 0.714 -6.298 -2.479 0.21
H -0.778 -5.476 -2.942 0.22
H -0.104 -2.684 -3.021 0.21
H 0.291 -0.931 -1.340 0.22
H 1.662 -1.595 2.087 0.23
H 1.864 -0.430 0.758 0.22
H -0.691 -0.407 0.783 0.41
H -1.607 1.064 3.942 0.23
H -2.392 -0.044 2.804 0.23
H -2.156 1.475 0.968 0.23
H -2.497 2.560 2.328 0.21
H 0.111 2.566 2.384 0.42
H -1.477 3.483 -2.039 0.24
H -1.178 6.001 -2.729 0.23
H 0.716 7.138 -1.322 0.24
H 1.630 -3.891 1.424 0.21
H 1.247 -5.638 -0.258 0.21
```